Formula: C3H7N2O
Source: OMol25
Level of theory: ωB97M-V/def2-TZVPD

Summary:
largest force on an atom: 0.0407 hartree/bohr
total charge: +1
calculated total energy: -303.018204 Eh
HOMO energy: -14.384 eV
relative energy (zero: lowest compared OMol25 entry of this formula, charge and spin): 57.3 kJ/mol
LUMO energy: -3.721 eV
orbital gap: 0.3919 hartree

Geometry as XYZ:
```
13
Properties=species:S:1:pos:R:3:nbo_charge:R:1
O 2.60 3.41 2.81 -0.945
H 1.68 3.57 2.52 0.459
H 2.87 4.25 3.26 0.487
C 0.53 -2.00 0.75 -0.041
C 0.59 -1.15 1.79 -0.046
C 0.00 0.00 0.00 0.249
N 0.26 -1.29 -0.37 -0.457
N 0.15 0.07 1.34 -0.453
H 0.70 -3.08 0.74 0.270
H 0.95 -1.20 2.82 0.271
H -0.37 0.79 -0.65 0.264
H 0.06 -1.70 -1.30 0.473
H 0.12 0.89 1.97 0.471
```